DFT (ωB97M-V/def2-TZVPD) results for an isolated ion of composition C2H5BrN3 and charge +1 at a distorted geometry.

Geometry as XYZ:
```
11
Properties=species:S:1:pos:R:3:mulliken_charge:R:1
C -0.00109 -1.48141 0.66771 0.27
H -1.26146 -0.05983 0.11112 0.26
N 0.94259 -0.95744 0.00286 -0.07
H -2.05641 -1.30419 1.17709 0.31
N 0.66643 -0.06077 -0.87273 -0.36
C 0.88428 1.15992 -0.86339 -0.19
Br 2.89212 -0.71125 1.34100 0.12
H 1.60590 1.44641 -0.09999 0.23
H 0.39008 -2.25680 1.22883 0.42
N -1.23933 -1.01060 0.54293 -0.34
H 0.25319 1.81267 -1.40692 0.36
```

* SMILES: C=NN(Br)C=[NH2+]
* total charge: +1
* gap between HOMO and LUMO (alpha / beta): 7.3 / 7.6 eV
* E_HOMO (alpha / beta): -14.86 / -14.80 eV
* LUMO energy (alpha / beta): -0.2781 / -0.2656 Eh

***

DFT (ωB97M-V/def2-TZVPD) results for C2H5BrO in the gas phase at a distorted geometry.

Geometry as XYZ:
```
9
Properties=species:S:1:pos:R:3:mulliken_charge:R:1
H 1.65368 0.54774 0.30248 0.31
H 0.13266 1.72289 0.11114 0.32
O -0.22520 -1.57389 -0.16024 -0.48
Br -2.26627 0.25687 -0.05961 -0.23
C -0.41051 -0.35237 0.45408 0.23
H 0.46924 -1.39450 -0.88261 0.36
H -0.53300 -0.57519 1.56400 0.33
H 0.60494 0.72791 -1.21788 0.41
C 0.57446 0.64055 -0.11136 -1.26
```

* SMILES: C[C@H](O)Br
* total charge: 0
* gap between HOMO and LUMO: 10.9 eV
* E_HOMO: -10.02 eV
* LUMO energy: 0.0307 Eh

***

DFT (ωB97M-V/def2-TZVPD) results for a 2-piece molecular cluster, C2H5BrOS overall at a distorted geometry.

Geometry as XYZ:
```
10
Properties=species:S:1:pos:R:3:mulliken_spin:R:1
Br -1.92662 3.09386 1.12311 0.01
O -0.33330 0.57848 1.95442 0.59
C -0.00356 0.01863 0.92318 0.51
S 1.06109 0.22178 -0.42578 0.86
H -0.38306 -1.54806 -1.19768 0.01
H -0.54563 -0.85672 0.72183 0.01
H 1.19883 -2.10470 -1.04010 0.03
C 0.64431 -1.28821 -1.42315 -0.03
H -0.50609 3.22808 1.81174 0.00
H 0.79403 -1.34314 -2.44758 0.00
```

* total charge: 0
* gap between HOMO and LUMO (alpha / beta): 5.9 / 5.6 eV
* E_HOMO (alpha / beta): -5.50 / -9.27 eV
* LUMO energy (alpha / beta): 0.0162 / -0.1334 Eh
* spin multiplicity: 3

***

DFT (ωB97M-V/def2-TZVPD) results for C2H5BrSi in the gas phase at a distorted geometry.

Geometry as XYZ:
```
9
Properties=species:S:1:pos:R:3:mulliken_charge:R:1
H 1.22938 -0.38933 -1.40038 0.32
Br 4.34103 -0.11861 0.20354 -0.30
H -1.44160 1.38936 0.66633 -0.05
C 1.96131 0.06221 0.51675 -0.53
Si -0.94996 0.11235 -0.03198 0.41
H 2.09277 0.03213 1.63724 0.32
C 0.98026 -0.03554 -0.35604 0.00
H -1.29539 -1.25086 0.37603 -0.06
H -1.33912 0.38149 -1.39826 -0.10
```

* SMILES: [SiH3]/C=C/Br
* total charge: 0
* gap between HOMO and LUMO: 9.1 eV
* E_HOMO: -9.71 eV
* LUMO energy: -0.0238 Eh

***

DFT (ωB97M-V/def2-TZVPD) results for C2H5Cl2N in the gas phase at a distorted geometry.

Geometry as XYZ:
```
10
Properties=species:S:1:pos:R:3:mulliken_charge:R:1
C 0.42006 -0.17602 0.37718 -0.44
H -1.36127 0.31780 1.38116 0.32
Cl -2.08164 -0.95296 -0.45868 -0.16
H 0.98939 0.54972 1.01103 0.29
H 1.96550 -0.67094 -0.90145 0.23
H 0.94170 0.40184 -1.45465 0.19
H 0.41650 -1.11928 1.06031 0.29
C -1.02705 0.22744 0.34780 -0.02
N 0.98194 -0.37308 -0.93732 -0.54
Cl -1.24512 1.79547 -0.42538 -0.17
```

* SMILES: NCC(Cl)Cl
* total charge: 0
* gap between HOMO and LUMO: 10.6 eV
* E_HOMO: -9.73 eV
* LUMO energy: 0.0313 Eh

***

DFT (ωB97M-V/def2-TZVPD) results for C2H5Cl2P in the gas phase at a distorted geometry.

Geometry as XYZ:
```
10
Properties=species:S:1:pos:R:3:mulliken_charge:R:1
Cl 1.33367 1.57589 1.65811 -0.15
H 2.14121 0.73938 -0.96655 0.09
C -1.40707 -0.32939 0.14686 -0.84
H -2.35711 0.12380 -0.37427 0.23
H 2.42331 -0.53244 0.63511 0.07
P 1.33697 0.28326 0.21894 0.30
H -1.39847 -1.48292 0.12247 0.28
Cl -0.13161 -0.44843 -2.14851 -0.22
C -0.28610 0.30952 -0.55435 -0.07
H -1.65480 -0.23867 1.26218 0.31
```

* SMILES: CC(Cl)=[PH2]Cl
* total charge: 0
* gap between HOMO and LUMO: 8.4 eV
* E_HOMO: -7.88 eV
* LUMO energy: 0.0196 Eh

***

DFT (ωB97M-V/def2-TZVPD) results for a 2-piece molecular cluster, C2H5Cl3NO overall at a distorted geometry.

Geometry as XYZ:
```
12
Properties=species:S:1:pos:R:3:mulliken_charge:R:1
O -0.18739 -0.54952 1.07716 -0.42
H 2.04592 -1.08242 -0.09871 0.32
Cl 4.21494 -1.01783 -1.19756 -0.09
N -1.29251 0.74109 -0.27287 -0.35
H -1.85892 -0.19501 -0.43416 0.34
Cl 2.05916 0.79666 -1.53807 -0.11
H -1.47246 1.49401 -0.93248 0.28
H 0.63404 1.34532 0.37842 0.60
Cl 3.30898 0.42458 1.15924 -0.10
H 0.14185 -0.49033 2.00183 0.41
C -0.11564 0.55797 0.37003 0.02
C 2.76171 -0.36499 -0.36304 0.09
```

* total charge: +1
* gap between HOMO and LUMO: 9.3 eV
* E_HOMO: -14.63 eV
* LUMO energy: -0.1953 Eh

***

DFT (ωB97M-V/def2-TZVPD) results for C2H5ClIN in the gas phase at a distorted geometry.

Geometry as XYZ:
```
10
Properties=species:S:1:pos:R:3:mulliken_charge:R:1
H 0.31404 -0.61514 -1.38435 0.46
I -1.85344 0.27689 0.13814 0.40
H 1.43437 -0.56606 1.27090 0.36
C 0.15478 -0.86583 -0.37201 -0.27
C 1.43625 -0.32224 0.26861 -1.09
Cl -0.09281 -2.48798 0.02188 -0.14
H 2.30042 -0.78965 -0.19668 0.33
H -2.41113 2.62726 0.47932 0.21
N -2.63493 1.98905 -0.32252 -0.59
H 1.35245 0.75372 0.09672 0.32
```

* total charge: 0
* gap between HOMO and LUMO (alpha / beta): 7.5 / 7.5 eV
* E_HOMO (alpha / beta): -8.46 / -8.47 eV
* LUMO energy (alpha / beta): -0.0344 / -0.0344 Eh

***

DFT (ωB97M-V/def2-TZVPD) results for C2H5ClN2 as an isolated structure at a distorted geometry.

Geometry as XYZ:
```
10
Properties=species:S:1:pos:R:3:mulliken_charge:R:1
Cl -1.93391 -3.00569 -1.38214 -0.08
H 1.75538 1.87009 0.61340 0.28
C 0.80593 1.31611 0.65113 -0.69
H 0.48054 1.34319 1.67945 0.24
H 0.28118 1.92820 0.00091 0.31
N 0.86832 -0.04835 0.06859 -0.49
H -1.35417 0.10526 -1.25569 0.32
H 0.92281 -0.90571 0.75604 0.27
N -0.98509 -1.91401 -0.44413 -0.36
C -0.84099 -0.68908 -0.68754 0.19
```

* total charge: 0
* gap between HOMO and LUMO: 9.2 eV
* E_HOMO: -9.27 eV
* LUMO energy: -0.0029 Eh

***

DFT (ωB97M-V/def2-TZVPD) results for a 2-piece molecular cluster, C2H5ClN2 overall at a distorted geometry.

Geometry as XYZ:
```
10
Properties=species:S:1:pos:R:3:mulliken_charge:R:1
H 0.75095 0.36494 1.03443 0.25
Cl -4.05178 0.26081 0.29004 -0.16
H -1.95002 -1.53567 1.81540 0.39
H 1.17298 0.90328 -1.12517 0.31
C 0.60015 0.05770 -0.86004 -0.53
N 0.51064 -0.44896 0.47872 -0.45
H -0.50012 0.37561 -1.08282 0.20
N -2.26527 0.10893 0.51333 -0.29
H 0.85926 -0.77278 -1.66644 0.20
C -1.78469 -0.74528 1.21132 0.08
```

* total charge: 0
* gap between HOMO and LUMO (alpha / beta): 8.1 / 8.7 eV
* E_HOMO (alpha / beta): -8.54 / -9.73 eV
* LUMO energy (alpha / beta): -0.0163 / -0.0369 Eh

***

It is found that the energy above the lowest of the compared OMol25 structures with the same formula, charge and spin values, taken in the order of the records, are 87.12 10.61 60.08 69.62 1.31 62.86 26.49 68.87 98.10 127.96 kcal per mole.